Entry from the Open Molecules 2025 dataset: a structure of composition C50H54N5NiO2PSSb2 (wB97M-V/def2-TZVPD).

Geometry as ORCA input:
```
! RIJCOSX wB97M-V def2-TZVPD def2/J DEFGRID3
* xyz 0 1
Ni -1.9548 1.1382 0.9205
N 3.0813 5.5784 -4.3858
C 2.4504 5.1033 -3.2460
C 1.3476 5.7778 -2.7124
C 0.7448 5.3395 -1.5499
C 1.2225 4.1984 -0.9160
C 2.3208 3.5198 -1.4357
C 2.9350 3.9752 -2.5844
S 0.5640 3.6147 0.6076
O 0.3488 4.7364 1.4833
O 1.4518 2.5585 1.0338
N -0.8494 2.8243 0.3054
C -2.0003 3.4741 -0.0045
N -3.0143 2.5675 -0.0121
C -4.2520 2.9841 -0.2293
C -4.5099 4.3157 -0.4917
C -3.4085 5.1666 -0.4954
N -2.1651 4.7746 -0.2493
H 2.5252 6.1636 -4.9864
H 3.6358 4.9085 -4.8926
H 0.9758 6.6674 -3.2078
H -0.0869 5.8816 -1.1244
H 2.6716 2.6227 -0.9465
H 3.7862 3.4389 -2.9870
H -5.0292 2.2284 -0.1991
H -5.5082 4.6735 -0.6895
H -3.5370 6.2245 -0.7006
C -0.1124 -2.1501 1.6944
C 1.3682 -1.8013 1.5656
C 1.6452 -0.8739 0.3902
Sb 1.9807 -1.7460 -1.5537
C 4.0976 -1.3717 -1.6112
C 4.9316 -2.3775 -2.0967
C 6.3074 -2.1929 -2.1772
C 6.8668 -0.9908 -1.7733
C 6.0485 0.0234 -1.2921
C 4.6771 -0.1679 -1.2137
C 1.4394 0.1217 -2.5618
C 2.1073 0.4944 -3.7298
C 1.6516 1.5436 -4.5173
C 0.5177 2.2524 -4.1454
C -0.1362 1.9242 -2.9672
C 0.3193 0.8671 -2.1911
Sb -0.9065 -4.0182 0.9550
C -0.8024 -3.5094 -1.1186
C -0.5142 -4.4894 -2.0688
C -0.4479 -4.1734 -3.4169
C -0.6957 -2.8748 -3.8422
C -1.0249 -1.8992 -2.9148
C -1.0716 -2.2111 -1.5607
C 0.9186 -5.1318 1.1240
C 1.8780 -5.2851 0.1271
C 3.0633 -5.9649 0.3802
C 3.3054 -6.5038 1.6351
C 2.3528 -6.3693 2.6349
C 1.1675 -5.6943 2.3763
H -0.7316 -1.3790 1.2260
H -0.4055 -2.1637 2.7435
H 1.9808 -2.7062 1.5215
H 1.6809 -1.2896 2.4831
H 2.5348 -0.2748 0.5875
H 0.8410 -0.1425 0.2736
H 4.5077 -3.3245 -2.4146
H 6.9405 -2.9862 -2.5548
H 7.9376 -0.8421 -1.8330
H 6.4812 0.9654 -0.9782
H 4.0546 0.6417 -0.8470
H 2.9960 -0.0511 -4.0303
H 2.1818 1.8086 -5.4248
H 0.1614 3.0721 -4.7572
H -0.9969 2.5003 -2.6451
H -0.2089 0.6428 -1.2697
H -0.3218 -5.5101 -1.7581
H -0.2037 -4.9424 -4.1391
H -0.6405 -2.6261 -4.8943
H -1.2251 -0.8874 -3.2437
H -1.3516 -1.4119 -0.8616
H 1.7173 -4.8629 -0.8561
H 3.8004 -6.0688 -0.4066
H 4.2305 -7.0301 1.8323
H 2.5303 -6.7940 3.6151
H 0.4296 -5.6073 3.1682
C 0.0822 2.4662 5.0378
C -0.2645 2.1965 3.5756
P -1.6300 1.0387 3.2036
C -3.0845 1.9236 3.8851
C -4.4477 1.2885 3.6223
C -1.2575 -0.2884 4.4334
C -2.1377 -1.5211 4.6304
H 0.8233 3.2645 5.0827
H 0.5103 1.5956 5.5343
H -0.7838 2.7959 5.6158
H 0.6095 1.8381 3.0270
H -0.5342 3.1345 3.0894
H -3.0474 2.9075 3.4069
H -2.9221 2.0869 4.9540
H -4.6032 1.1213 2.5563
H -5.2426 1.9412 3.9850
H -4.5611 0.3277 4.1227
H -1.2191 0.2530 5.3816
H -0.2300 -0.5922 4.2138
H -3.1881 -1.2646 4.7635
H -1.8191 -2.0452 5.5326
H -2.0681 -2.2332 3.8105
N -6.3835 -4.2964 -1.0777
C -5.7098 -3.4361 -0.7211
C -4.8693 -2.3563 -0.2789
C -4.4073 -2.3125 1.0329
C -3.5943 -1.2648 1.4353
C -3.2155 -0.2403 0.5697
C -3.7043 -0.3031 -0.7417
C -4.5118 -1.3466 -1.1674
H -4.6744 -3.1021 1.7236
H -3.2329 -1.2598 2.4483
H -3.4246 0.4542 -1.4653
H -4.8557 -1.3875 -2.1930
*
```

E_HOMO (alpha / beta) in hartree: -0.29235 / -0.29235
Gap between HOMO and LUMO (alpha / beta) in Ha: 0.287 / 0.279

Entry from the Open Molecules 2025 dataset: a structure of composition C43H31IKN16O (wB97M-V/def2-TZVPD).

Geometry as ORCA input:
```
! RIJCOSX wB97M-V def2-TZVPD def2/J DEFGRID3
* xyz -1 1
K -1.2726 0.6429 0.2232
C -2.6292 -1.5379 4.3202
C -1.6595 -0.9419 3.4894
N -1.7761 0.2612 2.9879
C -2.8863 0.9935 3.2681
C -3.9119 0.4878 4.1035
C -3.7457 -0.8173 4.6225
C -5.0718 1.2523 4.3668
C -5.1864 2.4866 3.7826
C -4.1902 3.0083 2.9495
C -3.0172 2.3067 2.6500
N -2.0756 2.6905 1.7594
C -1.8163 3.9842 1.4905
C -1.9749 5.0506 2.3850
C -1.5920 6.3575 2.0707
C -1.0496 6.6853 0.8553
C -0.8687 5.6598 -0.1001
C -0.3185 5.9174 -1.3767
C -0.1720 4.9054 -2.2785
C -0.5820 3.6135 -1.8965
N -1.0883 3.3307 -0.7230
C -1.2405 4.3225 0.1932
H -2.4802 -2.5423 4.6942
H -0.7586 -1.4960 3.2350
H -4.5273 -1.2343 5.2485
H -5.8480 0.8479 5.0048
H -6.0779 3.0799 3.9569
H -4.3460 3.9742 2.4882
H -2.3744 4.8421 3.3681
H -1.7268 7.1309 2.8196
H -0.7566 7.6997 0.6142
H -0.0205 6.9311 -1.6221
H 0.2396 5.0770 -3.2648
H -0.4969 2.7913 -2.6024
C 0.5596 0.1204 -4.7665
N -0.7031 0.1868 -4.0469
C -1.0763 -0.4760 -2.9454
N -2.2564 -0.0506 -2.5373
C -2.5581 0.9099 -3.4458
N -1.6499 1.0920 -4.3818
C 1.0530 -1.2961 -4.8944
C 0.5627 -2.1309 -5.8928
C 1.0082 -3.4407 -5.9917
C 1.9429 -3.9315 -5.0935
C 2.4288 -3.1031 -4.0876
C 1.9825 -1.7887 -3.9915
C 3.4135 -3.6124 -3.1359
N 4.0853 -4.7087 -3.1702
N 4.8876 -4.7091 -2.0311
C 4.6343 -3.6096 -1.4098
O 3.7149 -2.8533 -2.0584
C 5.1827 -3.1007 -0.1554
C 6.3168 -3.6804 0.4039
C 6.8064 -3.1807 1.5983
C 6.1680 -2.1226 2.2324
C 5.0288 -1.5519 1.6810
C 4.2830 -0.4725 2.4305
N 3.3843 0.2710 1.5740
C 2.0713 0.0828 1.3918
N 1.6407 0.8132 0.3822
C 2.7684 1.4490 -0.0248
N 3.8510 1.1442 0.6555
C 4.5456 -2.0417 0.4789
H 1.2995 0.7328 -4.2470
H 0.3722 0.5681 -5.7406
H -0.4933 -1.2480 -2.4669
H -3.4677 1.4868 -3.4165
H -0.1728 -1.7523 -6.5929
H 0.6237 -4.0843 -6.7719
H 2.2988 -4.9508 -5.1563
H 2.3635 -1.1498 -3.2036
H 6.7989 -4.5063 -0.1011
H 7.6911 -3.6181 2.0426
H 6.5552 -1.7480 3.1731
H 4.9754 0.2288 2.8961
H 3.6715 -0.9401 3.2037
H 1.4962 -0.5887 2.0095
H 2.7852 2.1606 -0.8347
H 3.6519 -1.6259 0.0347
I -7.2674 -2.6790 2.1366
C -5.5099 -2.0147 1.2927
C -4.5104 -2.7843 0.7423
N -3.5517 -1.9276 0.3559
N -3.8617 -0.6519 0.6270
C -5.0539 -0.6891 1.1947
H -4.4196 -3.8491 0.6149
H -2.6387 -2.1416 -0.0426
H -5.5255 0.2176 1.5403
N 2.1639 -3.0052 2.8528
C 1.7800 -3.1437 1.7640
N 1.4157 -3.3308 0.5154
C 0.3495 -2.7238 0.0890
N -0.5973 -2.2106 -0.3624
*
```

E_HOMO in hartree: -0.13540
Energy relative to the best compared isomer or geometry (same formula, charge and spin) in kJ/mol: 0.0
Gap between HOMO and LUMO in Ha: 0.202

Entry from the Open Molecules 2025 dataset: a structure of composition C10H14BBrN6Pt at a distorted geometry (wB97M-V/def2-TZVPD).

Geometry as ORCA input:
```
! RIJCOSX wB97M-V def2-TZVPD def2/J DEFGRID3
* xyz 2 3
C -2.6335 -1.0470 1.4418
N -1.6878 -0.4450 0.6918
N -0.8180 -1.4124 0.2118
C -1.3891 -2.6221 0.4639
C -2.5173 -2.4336 1.2586
B 0.4919 -1.2101 -0.6211
N 0.0879 0.0847 -1.4287
N -0.8028 1.1310 -1.1140
C -0.8932 1.9600 -2.1852
C -0.2486 1.3423 -3.2521
C 0.3268 0.1816 -2.7593
Pt -1.7050 1.6330 0.6104
N 1.9295 -1.2503 0.1156
N 2.2995 -0.1513 0.8494
C 3.3263 -0.4778 1.6301
C 3.8048 -1.7645 1.2690
C 2.9094 -2.2144 0.2760
H 3.6668 0.2025 2.4095
H 2.9517 -3.1393 -0.2895
H 4.6590 -2.2639 1.7026
H 0.5723 -2.1195 -1.4094
H 0.8137 -0.6241 -3.2720
H -0.9936 -3.5204 0.0161
H -0.2545 1.7051 -4.2578
H -3.2071 -3.1571 1.6464
H -1.3997 2.9167 -2.1152
H -3.2773 -0.4344 2.0581
H -0.1916 2.7342 0.4637
C -0.9404 3.5222 0.5888
H -0.9201 4.1814 -0.2837
H -2.0655 3.2054 0.7257
H -0.6941 3.9985 1.5305
Br -1.2003 1.4887 3.0279
*
```

E_HOMO (alpha / beta) in hartree: -0.59034 / -0.58924
Energy relative to the best compared isomer or geometry (same formula, charge and spin) in kJ/mol: 35.6
<S²>: 2.0353
Gap between HOMO and LUMO (alpha / beta) in Ha: 0.288 / 0.204

Entry from the Open Molecules 2025 dataset: a cluster of 3 separate species, C23H54N6O14P2S in total at a distorted geometry (wB97M-V/def2-TZVPD).

Geometry as ORCA input:
```
! RIJCOSX wB97M-V def2-TZVPD def2/J DEFGRID3
* xyz 0 1
C 2.9605 -3.3532 2.9575
C 1.4439 -3.4290 3.2908
C 0.7030 -4.3875 2.3242
C -0.4377 -3.7564 1.5183
N -0.0084 -3.3493 0.1594
S 0.2483 -4.6659 -0.9487
C 0.1798 -2.1153 -0.2342
N -0.0356 -1.1282 0.7570
C -1.0159 -0.1259 0.2875
C -2.4549 -0.4301 0.7580
C -3.0777 0.8473 1.3644
C -4.6124 0.8093 1.2413
N -4.9993 1.5601 0.0276
C -6.3955 1.6278 -0.1738
N -7.2156 2.1629 0.6337
N -6.8632 1.0851 -1.3836
C 1.2016 -0.5454 1.2383
O 1.8547 0.2375 0.2786
C 3.2429 0.3932 0.5185
C 3.5958 1.6715 1.2634
O 3.8114 2.7783 0.4093
C 2.6247 3.2423 -0.2147
C 1.6215 3.8601 0.7544
N 0.5786 -1.7336 -1.4922
C 1.9514 -2.0300 -1.8726
O 2.3830 -1.2228 -2.9392
O 2.0156 0.1289 -2.7207
C -0.4537 -1.9593 -2.5543
O -0.1251 -2.7122 -3.4671
O -1.5415 -1.4039 -2.4069
H 3.5531 -3.9994 3.5999
H 3.3217 -2.3246 2.9929
H 3.1451 -3.6751 1.9281
H 1.4027 -3.8803 4.2810
H 1.0075 -2.4336 3.3195
H 1.4024 -4.9294 1.6897
H 0.2318 -5.1556 2.9414
H -1.1641 -4.5514 1.3453
H -0.9619 -2.9692 2.0462
H 1.5272 -4.9505 -0.6378
H -0.7385 0.8137 0.7708
H -0.9795 0.0635 -0.7848
H -2.3429 -1.1407 1.5791
H -3.0656 -0.8177 -0.0565
H -2.6778 1.7277 0.8588
H -2.8080 0.9333 2.4186
H -4.9021 -0.2436 1.1504
H -5.0953 1.2222 2.1229
H -4.5418 1.0788 -0.7401
H -6.7064 2.5185 1.4380
H -7.5927 1.7003 -1.7253
H -6.1121 1.1165 -2.0648
H 0.9233 0.1062 2.0779
H 1.8278 -1.3425 1.6510
H 3.7482 0.3939 -0.4513
H 3.6850 -0.4453 1.0749
H 2.9031 1.8912 2.0822
H 4.5626 1.4895 1.7419
H 2.1622 2.4919 -0.8632
H 2.9445 4.0469 -0.8822
H 0.7527 4.2446 0.2218
H 1.2456 3.1061 1.4507
H 2.1185 4.6224 1.3541
H 2.5977 -1.8420 -1.0041
H 2.0952 -3.0665 -2.1746
H 1.2332 0.2365 -3.2811
C -1.7014 -0.4556 -8.4993
O -2.8746 -0.4374 -7.6620
P -3.8327 -1.7640 -7.5906
O -4.8031 -1.4182 -6.5419
O -2.6281 -2.7482 -7.1306
C -2.3656 -2.9092 -5.7227
O -4.5932 -2.9442 -8.4369
C -3.9580 -3.4616 -9.6222
H -1.6399 0.4936 -9.0289
H -0.8225 -0.5733 -7.8672
H -1.7244 -1.2641 -9.2281
H -2.7103 -2.0586 -5.1389
H -1.2933 -3.0076 -5.5851
H -2.8538 -3.8188 -5.3731
H -3.1494 -4.1398 -9.3464
H -3.5660 -2.6602 -10.2497
H -4.7057 -4.0110 -10.1891
C 2.1106 5.9187 6.5948
O 1.8336 4.7768 5.7542
P 3.0844 3.8806 5.1232
O 2.2157 2.7979 4.5817
O 3.6597 3.5993 6.6335
C 3.0176 2.5921 7.4127
O 4.4902 3.2661 4.4746
C 5.7184 4.0173 4.6000
H 1.4471 6.7306 6.3044
H 1.9134 5.6463 7.6308
H 3.1403 6.2579 6.5073
H 1.9898 2.4245 7.0931
H 3.0146 2.9201 8.4521
H 3.5849 1.6644 7.3339
H 6.1153 3.9182 5.6112
H 5.5689 5.0707 4.3654
H 6.4345 3.6045 3.8939
*
```

E_HOMO in hartree: -0.31052
Gap between HOMO and LUMO in Ha: 0.235

Entry from the Open Molecules 2025 dataset: a cluster of 3 separate species, C4H6F3NO in total at a distorted geometry (wB97M-V/def2-TZVPD).

Geometry as ORCA input:
```
! RIJCOSX wB97M-V def2-TZVPD def2/J DEFGRID3
* xyz 0 1
C 1.3294 0.2480 -2.0283
C 0.2533 -0.4867 -1.2819
F -1.0013 -0.0218 -1.6351
C 0.3450 -1.4635 -0.4075
F 1.4774 -1.9366 0.0315
H 1.2999 0.0161 -3.0399
H 1.3626 1.3099 -1.8672
H 2.4347 -0.1832 -1.8411
H -0.6801 -1.7058 -0.1006
N 0.2036 1.8964 2.1362
C -0.7913 1.3038 1.8184
O -1.6620 0.6343 1.3996
H 0.4835 2.8148 2.4258
F -2.8364 -1.5636 2.2241
H -2.2185 -0.8620 2.1658
*
```

SMILES string: C/C(F)=C\F.N=C=O.F
E_HOMO in hartree: -0.35236
Energy relative to the best compared isomer or geometry (same formula, charge and spin) in kJ/mol: 238.3
Gap between HOMO and LUMO in Ha: 0.369

Entry from the Open Molecules 2025 dataset: a cluster of 2 separate species, C2H7NS2 in total (wB97M-V/def2-TZVPD).

Geometry as ORCA input:
```
! RIJCOSX wB97M-V def2-TZVPD def2/J DEFGRID3
* xyz 0 1
C 0.5715 0.4788 -1.3200
C -0.2477 1.2378 -0.5994
N -1.1950 0.8564 0.3495
H 0.6085 -0.5946 -1.2391
H 1.2693 0.8792 -2.0236
H -0.1492 2.3076 -0.7535
H -1.4487 -0.1189 0.3110
H -2.0244 1.4323 0.2922
S 1.5286 -1.3996 1.9220
S -0.0969 -2.4751 1.2700
H 0.9974 -0.1673 1.8328
H 0.1865 -2.4367 -0.0419
*
```

SMILES string: C=CN.SS
E_HOMO in hartree: -0.31692
Energy relative to the best compared isomer or geometry (same formula, charge and spin) in kJ/mol: 62.9
Gap between HOMO and LUMO in Ha: 0.331